ORCA calculation (ωB97M-V with the def2-TZVPD basis set) on a 10-piece molecular cluster, C44H114N6O14 overall at a distorted geometry.

Cartesian coordinates (Å):
C  -2.00147  -1.86836  10.64042
O  -2.52883  -1.47947  9.42595
C  -3.51841  -2.32450  9.06009
C  -4.05998  -1.90295  7.67553
N  -3.17109  -1.82903  6.55065
C  -2.59719  -3.08140  6.15798
C  -1.68516  -2.79240  4.93005
O  -1.03201  -4.01869  4.76815
C  0.03291  -4.00473  3.86317
H  -2.61723  -1.75971  11.53324
H  -1.12497  -1.22126  10.67371
H  -1.67592  -2.89782  10.49100
H  -4.38725  -2.21829  9.70965
H  -3.13318  -3.34366  9.02817
H  -4.49255  -0.91135  7.80856
H  -4.90598  -2.53419  7.40368
H  -2.35485  -1.28383  6.78858
H  -3.37723  -3.78738  5.87295
H  -1.95973  -3.43739  6.96730
H  -1.00140  -2.02727  5.29768
H  -2.17258  -2.41670  4.03041
H  0.79305  -3.25007  4.06506
H  -0.45171  -3.80507  2.90746
H  0.56257  -4.95560  3.80496
C  2.73202  1.90144  -7.80751
O  3.99654  1.28782  -7.61136
C  3.75655  0.04773  -6.92609
C  5.11513  -0.44043  -6.33738
N  5.69256  0.52256  -5.37416
C  4.81712  0.64287  -4.12019
C  4.75282  -0.65731  -3.27307
O  3.76021  -1.48782  -3.76954
C  4.02256  -2.82432  -3.39711
H  2.26354  2.01303  -6.82967
H  2.05585  1.35127  -8.46188
H  2.94100  2.93463  -8.08489
H  3.25062  -0.61790  -7.62543
H  3.09405  0.25131  -6.08481
H  5.83265  -0.53350  -7.15261
H  4.92509  -1.47223  -6.04177
H  5.50641  1.40811  -5.82276
H  3.82092  0.97714  -4.40992
H  5.25449  1.39673  -3.46558
H  4.55559  -0.33370  -2.25107
H  5.76828  -1.01247  -3.44857
H  4.20709  -2.88640  -2.32464
H  4.81300  -3.18861  -4.05332
H  3.24765  -3.52921  -3.69837
C  0.31435  -0.90421  -7.01673
O  0.45352  -1.11933  -5.62543
C  -0.49140  -0.42276  -4.87327
C  -0.43009  -0.74992  -3.40698
N  0.84758  -0.29448  -2.88115
C  1.08685  -0.69045  -1.48521
C  0.21526  -0.01367  -0.38841
O  0.33591  -0.84192  0.74263
C  -0.29514  -0.31631  1.96348
H  0.56702  0.13930  -7.20474
H  -0.66013  -1.11028  -7.45947
H  1.19669  -1.30105  -7.51882
H  -1.39355  -0.95540  -5.17414
H  -0.68005  0.62656  -5.10009
H  -0.53959  -1.80996  -3.17802
H  -1.17847  -0.20950  -2.82735
H  1.48182  -0.69569  -3.55707
H  2.14052  -0.65730  -1.20811
H  0.94960  -1.76635  -1.37701
H  -0.82792  -0.06565  -0.70014
H  0.38019  1.03699  -0.14962
H  -0.02381  -0.97054  2.79202
H  -1.37843  -0.32057  1.84281
H  0.18398  0.64616  2.14292
C  0.83342  -4.59776  0.30145
O  1.48417  -3.87168  1.36528
C  2.64775  -3.13439  0.94623
C  3.33970  -2.47597  2.12696
N  2.66567  -1.32939  2.57806
C  3.61643  -0.41207  3.10601
C  3.13204  1.08004  3.01931
O  3.18925  1.48524  1.66469
C  2.77115  2.83902  1.42670
H  0.27552  -3.95445  -0.37900
H  0.07657  -5.08058  0.91964
H  1.44370  -5.34525  -0.20541
H  2.43724  -2.43036  0.14117
H  3.29995  -3.86325  0.46510
H  4.35132  -2.25061  1.78940
H  3.37803  -3.16295  2.97236
H  2.08537  -0.97350  1.83194
H  4.51474  -0.45897  2.49043
H  3.88068  -0.67568  4.13011
H  3.77211  1.76558  3.57470
H  2.16262  1.33780  3.44578
H  3.54230  3.43651  1.91294
H  1.73982  2.95633  1.75942
H  2.96986  2.99927  0.36701
C  -1.02528  4.49261  4.34302
C  -0.74676  5.47750  3.19632
C  -0.80195  4.98622  1.72574
O  -1.92364  4.12933  1.55041
C  -1.83246  3.39799  0.31088
N  -1.42356  6.73277  3.45254
H  -0.29556  3.68452  4.39409
H  -2.02939  4.07285  4.28251
H  -1.02460  4.91763  5.34674
H  0.30253  5.76916  3.24118
H  0.12844  4.48591  1.45711
H  -0.82569  5.80959  1.01188
H  -0.95320  2.75504  0.35108
H  -1.75852  4.11589  -0.50598
H  -2.75354  2.82590  0.19944
H  -2.38809  6.63102  3.17072
H  -1.12075  7.42675  2.78411
C  0.33387  0.55928  5.91626
C  0.26251  0.47623  7.42435
C  0.53495  1.76941  8.21927
O  -0.32702  2.88905  7.85736
C  -0.45232  3.87802  8.84266
N  -0.95899  -0.21275  7.64675
H  -0.44477  1.26005  5.61504
H  0.24723  -0.37199  5.35649
H  1.32791  0.96963  5.73851
H  1.07382  -0.22132  7.63246
H  1.55163  2.06518  7.96047
H  0.30786  1.56423  9.26542
H  -0.63617  3.49098  9.84491
H  -1.14602  4.69109  8.62871
H  0.51399  4.34927  9.02234
H  -0.98014  -0.43025  8.63283
H  -1.67678  0.48210  7.49823
C  0.35752  -6.69459  -10.05715
C  -0.51232  -5.47601  -9.63593
C  0.22235  -4.66694  -8.60824
O  -0.87623  -4.72751  -10.75511
H  -0.03902  -7.70845  -10.11129
H  1.30047  -6.76027  -9.51435
H  0.67506  -6.50178  -11.08189
H  -1.45921  -5.82000  -9.21979
H  1.13697  -4.14537  -8.89025
H  0.51156  -5.24325  -7.72941
H  -0.51478  -3.97535  -8.20026
H  -1.38572  -5.30379  -11.32950
C  -0.95285  3.08777  -3.80868
C  0.46867  3.42156  -3.80499
C  0.89758  3.67129  -2.38222
O  1.28001  2.35227  -4.23304
H  -1.47223  3.99789  -3.50863
H  -1.12643  2.38489  -2.99386
H  -1.21909  2.74958  -4.81010
H  0.68650  4.33976  -4.35048
H  0.41002  4.53386  -1.92794
H  1.96616  3.87816  -2.32364
H  0.71910  2.86363  -1.67233
H  1.20209  1.71517  -3.51916
C  -3.37623  2.28801  -7.99886
C  -4.29273  1.33013  -7.21612
C  -3.49768  0.04373  -6.79298
O  -4.78302  2.06502  -6.08650
H  -2.39606  2.51251  -7.57818
H  -3.79495  3.28769  -8.11467
H  -3.02673  1.98800  -8.98676
H  -5.18090  1.04286  -7.77890
H  -3.28993  -0.58824  -7.65644
H  -4.02542  -0.50489  -6.01285
H  -2.53172  0.37586  -6.41255
H  -5.36099  2.78214  -6.35722
C  -3.12417  0.89573  4.88115
C  -4.50852  0.77758  4.30787
C  -4.72112  1.00825  2.75962
O  -4.97391  -0.48260  4.61804
H  -2.66824  1.85625  4.64109
H  -2.47852  0.16022  4.40130
H  -2.95014  0.71012  5.94104
H  -5.09948  1.46584  4.91215
H  -4.01011  0.33538  2.28024
H  -4.32398  1.99240  2.51094
H  -5.71870  0.91373  2.33065
H  -4.38871  -0.86416  5.27648

Properties
LUMO level = 0.586 eV
Relative energy (zero: lowest compared OMol25 entry of this formula, charge and spin) = 5.0103 eV
SMILES string = COC[C@H](C)N.COC[C@H](C)N.COCCNCCOC.COCCNCCOC.COCCNCCOC.COCCNCCOC.CC(C)O.CC(C)O.CC(C)O.CC(C)O
Gap between HOMO and LUMO = 9.149 eV
Total charge = 0